1.
2 unconnected molecules or ions with the total composition C13H28FN2O7PS. Source: the OMol25 dataset; level of theory: ωB97M-V with the def2-TZVPD basis set.

```
53
Properties=species:S:1:pos:R:3
N -1.503 -0.399 4.917
C -2.500 0.487 4.188
C -3.640 -0.321 3.331
P -5.355 0.092 4.061
O -5.707 -0.651 5.412
O -3.178 -1.749 3.330
C -2.309 -1.889 2.114
O -1.560 -2.985 1.843
O -2.450 -0.674 1.245
C -3.741 -0.139 1.705
F -4.718 -1.233 1.341
C -4.348 1.239 1.058
C -3.352 2.540 1.133
C -2.362 2.690 -0.206
S -0.557 2.362 0.171
O -0.273 1.904 1.622
O 0.228 3.674 -0.092
O -0.052 1.052 -0.853
H -1.965 -1.092 5.545
H -0.826 -0.837 4.255
H -1.877 1.269 3.580
H -3.085 1.082 5.042
H -5.351 1.536 4.332
H -6.336 -0.100 3.005
H -5.430 1.487 1.490
H -4.517 1.014 -0.102
H -2.742 2.645 2.127
H -4.059 3.501 1.083
H -2.774 1.991 -1.076
H -2.494 3.801 -0.624
H 0.851 0.783 -0.469
C 1.600 -0.859 -3.664
C 3.094 -0.679 -3.921
N 3.861 -0.270 -2.742
C 5.228 0.153 -3.060
C 6.180 -0.897 -3.624
C 3.735 -1.122 -1.559
C 4.122 -2.592 -1.699
H 1.156 0.052 -3.250
H 1.087 -1.087 -4.603
H 1.401 -1.688 -2.977
H 3.189 0.099 -4.690
H 3.488 -1.601 -4.360
H 5.688 0.600 -2.168
H 5.169 0.977 -3.783
H 6.530 -1.583 -2.850
H 7.069 -0.406 -4.036
H 5.729 -1.480 -4.432
H 2.693 -1.078 -1.213
H 4.306 -0.687 -0.729
H 3.749 -3.040 -2.623
H 3.702 -3.165 -0.866
H 5.205 -2.726 -1.659
```

Computed properties:
* ΔE to the lowest compared entry with this formula, charge and spin: 653.3 kJ/mol
* SMILES: NC[C@]1([PH2]=O)OC(=O)O[C@]1(F)CCCS(=O)(=O)O.CCN(CC)CC
* 2S+1: 1
* lowest unoccupied orbital energy: -0.0041 Eh

2.
A molecular structure, C13H28N7O2SV. Source: the OMol25 dataset; level of theory: ωB97M-V with the def2-TZVPD basis set.

```
52
Properties=species:S:1:pos:R:3
V -0.232 0.293 1.173
N -0.501 0.222 3.326
C 0.189 -0.972 3.902
C 1.079 -1.606 2.853
O 2.037 -2.249 2.862
O 0.468 -1.204 1.522
H -0.109 1.061 3.758
H -1.478 0.216 3.621
H -0.545 -1.713 4.225
H 0.796 -0.704 4.767
C 4.881 1.772 -0.184
N 3.492 1.514 0.274
C 3.276 1.736 1.708
C 2.512 1.252 -0.565
S 0.822 1.772 -0.087
N 2.644 0.732 -1.769
C 3.700 -0.248 -2.102
C 1.709 0.981 -2.875
H 5.198 2.700 0.288
H 4.901 1.901 -1.259
H 5.536 0.959 0.122
H 4.231 1.992 2.155
H 2.926 0.819 2.187
H 2.585 2.563 1.870
H 4.198 -0.588 -1.202
H 4.420 0.182 -2.797
H 3.206 -1.093 -2.580
H 1.068 1.832 -2.665
H 1.122 0.085 -3.075
H 2.301 1.216 -3.759
C -2.616 0.962 -0.489
N -3.724 0.476 -1.211
C -4.617 -0.300 -0.346
N -3.900 -1.475 0.158
C -2.798 -1.087 0.951
N -1.773 -0.242 0.099
C -1.399 -1.137 -1.120
N -2.563 -1.528 -1.830
C -3.279 -0.354 -2.336
C -3.455 -2.307 -0.965
H -2.930 1.568 0.365
H -1.929 1.513 -1.133
H -5.480 -0.627 -0.923
H -4.962 0.316 0.486
H -2.247 -1.957 1.313
H -3.121 -0.445 1.775
H -0.866 -2.000 -0.717
H -0.740 -0.529 -1.744
H -4.147 -0.680 -2.906
H -2.629 0.229 -2.990
H -2.935 -3.189 -0.591
H -4.323 -2.627 -1.538
```

Computed properties:
* ΔE to the lowest compared entry with this formula, charge and spin: 0.0 kJ/mol
* 2S+1: 2
* expectation value of S²: 0.78
* lowest unoccupied orbital energy (spin up / spin down): -0.4613 / -0.4340 Eh
* charge: +3

3.
A molecular structure, C13H29AlIO24S6. Source: the OMol25 dataset; level of theory: ωB97M-V with the def2-TZVPD basis set.

```
74
Properties=species:S:1:pos:R:3
C 1.830 -2.963 -0.732
Al -0.190 -3.190 -0.930
I -1.205 -0.751 -0.878
H 2.415 -3.081 -1.701
H 2.030 -1.899 -0.365
H 2.192 -3.676 0.082
H -0.653 -4.021 -2.206
H -0.736 -3.942 0.368
C -6.374 -1.841 -3.278
C -5.806 -0.448 -3.506
O -5.451 0.026 -2.206
S -4.984 -1.237 -1.288
O -3.546 -1.303 -1.313
O -5.745 -1.215 -0.076
O -5.570 -2.413 -2.249
H -7.405 -1.792 -2.917
H -6.333 -2.455 -4.177
H -6.526 0.222 -3.976
H -4.895 -0.487 -4.112
C 4.739 -0.817 -5.268
C 3.281 -1.091 -4.935
O 3.268 -1.373 -3.538
S 4.433 -0.513 -2.810
O 3.845 0.669 -2.261
O 5.242 -1.406 -2.042
O 5.251 -0.094 -4.150
H 5.304 -1.749 -5.361
H 4.851 -0.234 -6.182
H 2.875 -1.930 -5.499
H 2.663 -0.205 -5.107
C -4.854 3.067 -4.190
C -4.647 2.737 -2.721
O -3.498 3.493 -2.332
S -3.456 4.870 -3.181
O -4.025 5.913 -2.381
O -2.173 4.984 -3.800
O -4.542 4.455 -4.313
H -4.161 2.504 -4.822
H -5.877 2.877 -4.516
H -4.486 1.674 -2.552
H -5.495 3.076 -2.117
C 3.306 -3.052 4.588
C 2.799 -4.362 5.167
O 1.679 -4.715 4.358
S 1.931 -4.187 2.842
O 2.441 -5.278 2.068
O 0.802 -3.411 2.442
O 3.162 -3.183 3.173
H 2.691 -2.212 4.916
H 4.348 -2.863 4.848
H 2.504 -4.267 6.212
H 3.549 -5.153 5.071
C -0.862 0.581 4.313
C 0.535 1.169 4.386
O 0.910 1.061 5.764
S 0.221 -0.262 6.396
O 1.181 -1.325 6.377
O -0.485 0.119 7.581
O -0.850 -0.531 5.214
H -1.612 1.296 4.664
H -1.119 0.254 3.304
H 0.567 2.207 4.059
H 1.242 0.581 3.796
C 2.363 4.962 1.964
C 3.601 4.130 2.259
O 3.216 2.784 1.985
S 2.128 2.778 0.780
O 2.814 2.503 -0.442
O 0.980 2.042 1.211
O 1.769 4.362 0.814
H 1.644 4.907 2.787
H 2.605 6.006 1.765
H 3.934 4.231 3.292
H 4.422 4.391 1.585
```

Computed properties:
* ΔE to the lowest compared entry with this formula, charge and spin: 121.9 kJ/mol
* 2S+1: 1
* lowest unoccupied orbital energy: 0.0671 Eh
* charge: -1

4.
A molecular structure, C13H29AsIrO5. Source: the OMol25 dataset; level of theory: ωB97M-V with the def2-TZVPD basis set.

```
49
Properties=species:S:1:pos:R:3
Ir 0.092 -0.148 -0.161
C 2.089 1.373 -1.963
C 2.104 2.012 -0.595
O 1.729 0.994 0.404
C 2.833 0.085 0.842
C 2.768 -1.216 0.087
O 1.355 -1.647 0.192
C 0.922 -2.827 -0.626
C -0.594 -2.880 -0.597
O -1.057 -1.502 -0.967
C -2.433 -1.155 -1.406
C -2.687 0.280 -0.947
O -1.442 1.080 -0.906
C -1.097 1.797 -2.162
C -0.162 0.928 -2.952
O 0.902 0.505 -2.043
H 2.954 0.744 -2.160
H 2.025 2.135 -2.739
H 1.375 2.812 -0.483
H 3.091 2.395 -0.334
H 2.684 -0.050 1.909
H 3.785 0.588 0.671
H 3.398 -1.983 0.541
H 3.002 -1.112 -0.973
H 1.343 -3.720 -0.162
H 1.312 -2.687 -1.636
H -1.016 -3.127 0.376
H -0.949 -3.579 -1.357
H -3.129 -1.856 -0.944
H -2.453 -1.275 -2.487
H -3.093 0.324 0.061
H -3.393 0.769 -1.618
H -0.655 2.735 -1.827
H -2.024 2.018 -2.688
H 0.282 1.430 -3.813
H -0.615 0.004 -3.308
C 0.613 0.175 3.501
As -0.779 0.307 2.192
C -2.135 -0.980 2.646
C -1.472 2.094 2.174
H 0.096 0.308 4.459
H 1.331 0.985 3.386
H 1.082 -0.807 3.489
H -2.538 -0.617 3.599
H -1.690 -1.961 2.806
H -2.945 -1.020 1.921
H -1.973 2.236 3.137
H -2.189 2.237 1.369
H -0.647 2.801 2.096
```

Computed properties:
* ΔE to the lowest compared entry with this formula, charge and spin: 0.0 kJ/mol
* 2S+1: 2
* expectation value of S²: 0.75
* lowest unoccupied orbital energy (spin up / spin down): -0.5541 / -0.6343 Eh
* charge: +4

5.
3 unconnected molecules or ions with the total composition C13H29ClN3O2. Source: the OMol25 dataset; level of theory: ωB97M-V with the def2-TZVPD basis set.

```
48
Properties=species:S:1:pos:R:3
C 0.001 -1.631 -1.927
C -0.665 -0.730 -0.721
C -1.909 0.236 -1.203
Cl -1.944 1.661 0.039
C -3.380 -0.484 -1.137
C -3.786 -1.207 0.309
C -3.583 -2.843 0.066
C -3.955 -2.890 -1.556
N -3.743 -1.525 -2.173
H 1.153 -1.756 -1.641
H -0.443 -2.735 -1.940
H -0.008 -1.114 -2.982
H -1.014 -1.463 0.121
H 0.197 0.011 -0.359
H -1.763 0.715 -2.264
H -4.229 0.336 -1.294
H -2.992 -0.936 1.157
H -4.849 -0.917 0.767
H -2.485 -3.246 0.073
H -4.278 -3.478 0.790
H -5.103 -3.117 -1.570
H -3.423 -3.725 -2.192
H -4.689 -1.275 -2.535
H -3.031 -1.406 -2.945
C 4.279 -0.953 -0.883
O 3.502 -1.890 -1.021
N 4.307 0.184 -1.663
C 5.259 1.252 -1.436
C 3.353 0.317 -2.745
H 5.045 -0.951 -0.091
H 4.712 2.175 -1.224
H 5.865 1.383 -2.337
H 5.916 1.021 -0.593
H 2.340 0.272 -2.334
H 3.487 -0.516 -3.442
H 3.496 1.265 -3.271
C 2.121 2.081 3.505
O 2.602 2.096 2.379
N 0.834 2.454 3.829
C 0.338 2.409 5.189
C -0.052 2.907 2.777
H 2.708 1.754 4.378
H -0.523 1.735 5.229
H 0.029 3.415 5.487
H 1.107 2.050 5.878
H -0.160 2.110 2.035
H 0.390 3.782 2.291
H -1.034 3.167 3.183
```

Computed properties:
* ΔE to the lowest compared entry with this formula, charge and spin: 342.3 kJ/mol
* 2S+1: 1
* lowest unoccupied orbital energy: -0.1235 Eh
* charge: +1

6.
2 unconnected molecules or ions with the total composition C13H29N2O4P2. Source: the OMol25 dataset; level of theory: ωB97M-V with the def2-TZVPD basis set.

```
50
Properties=species:S:1:pos:R:3
C -2.846 0.607 -2.773
C -1.485 0.159 -2.212
C -0.417 0.570 -3.250
C -1.557 -1.358 -1.919
C -0.949 -1.885 -0.597
P -1.597 -3.625 -0.444
N -2.205 -4.263 -1.728
P 0.962 -2.173 -0.655
O 1.462 -0.987 -1.646
O 1.380 -1.610 0.809
C -1.402 -1.065 0.616
C -1.655 0.445 0.398
C -3.144 0.762 0.557
C -0.866 1.248 1.427
N -1.190 0.897 -0.949
O -1.122 2.163 -1.093
H -2.788 1.618 -3.169
H -3.631 0.583 -2.024
H -3.121 -0.075 -3.579
H 0.023 -0.295 -3.737
H -0.859 1.208 -4.012
H 0.377 1.165 -2.801
H -1.131 -1.890 -2.770
H -2.611 -1.648 -1.921
H -2.505 -3.449 0.622
H -0.546 -4.314 0.197
H -1.763 -5.115 -2.043
H 1.155 -0.095 -1.442
H 1.691 -0.683 0.886
H -0.649 -1.174 1.397
H -2.326 -1.479 1.028
H -3.440 0.547 1.585
H -3.769 0.152 -0.092
H -3.330 1.816 0.351
H -1.153 2.296 1.426
H 0.206 1.186 1.231
H -1.057 0.833 2.417
C 3.912 2.503 2.335
C 4.512 1.231 2.939
C 3.353 0.253 2.819
O 2.638 0.650 1.641
C 3.080 1.938 1.193
H 4.659 3.215 1.990
H 3.271 3.003 3.063
H 5.361 0.892 2.342
H 4.844 1.354 3.968
H 2.683 0.320 3.681
H 3.661 -0.785 2.698
H 3.681 1.814 0.287
H 2.203 2.540 0.952
```

Computed properties:
* 2S+1: 2
* expectation value of S²: 0.75
* lowest unoccupied orbital energy (spin up / spin down): 0.0253 / 0.0139 Eh

7.
A molecular structure, C13H29N3O18PSV. Source: the OMol25 dataset; level of theory: ωB97M-V with the def2-TZVPD basis set.

```
66
Properties=species:S:1:pos:R:3
O 1.450 0.560 -1.837
V 0.840 2.038 -1.998
O 3.848 3.093 0.886
C 2.603 2.890 0.647
O 1.758 2.673 1.594
O 2.252 2.916 -0.503
H 3.778 3.174 -0.068
O 3.583 3.337 -4.990
C 2.308 3.129 -4.608
O 1.262 3.192 -5.314
O 2.208 2.680 -3.457
H 3.953 2.926 -4.204
O -2.911 0.883 0.316
C -1.801 1.621 0.143
O -1.413 2.580 0.837
O -0.965 1.256 -0.713
H -2.673 0.290 -0.400
O -2.526 4.652 -2.003
C -1.486 4.447 -2.831
O -0.463 3.896 -2.378
O -1.534 4.725 -4.034
H -1.979 4.378 -1.263
O -1.627 -0.321 -4.738
C -1.154 0.849 -4.512
O -1.464 1.662 -5.424
O -0.433 1.142 -3.543
H -2.213 -0.088 -5.463
O -0.197 1.038 3.208
P -0.507 -0.385 3.372
N -2.163 -0.727 3.212
C -3.123 0.381 3.449
C -2.623 -2.062 3.311
N 0.024 -1.217 4.856
C 0.330 -2.700 4.975
C -0.080 -0.538 6.244
N 0.242 -1.322 2.131
C -0.306 -1.600 0.803
C 1.570 -1.694 2.449
H -2.677 1.372 3.357
H -3.721 0.463 4.356
H -3.694 0.277 2.527
H -3.594 -2.200 2.835
H -2.809 -2.318 4.354
H -1.890 -2.657 2.766
H -0.236 -3.067 5.832
H 0.045 -3.226 4.064
H 1.369 -2.964 5.170
H -0.325 -1.173 7.095
H 0.847 -0.103 6.616
H -0.913 0.160 6.158
H -0.281 -2.674 0.618
H -1.329 -1.225 0.801
H 0.347 -1.142 0.061
H 2.060 -1.073 3.200
H 2.223 -1.320 1.661
H 1.727 -2.747 2.686
C 2.282 -1.754 -4.500
S 1.813 -3.025 -3.317
O 1.345 -2.391 -2.030
C 0.654 -3.952 -4.409
H 1.357 -1.240 -4.759
H 2.615 -2.175 -5.449
H 3.093 -1.125 -4.132
H 0.630 -3.556 -5.424
H -0.302 -3.934 -3.885
H 0.996 -4.987 -4.402
```

Computed properties:
* ΔE to the lowest compared entry with this formula, charge and spin: 115.3 kJ/mol
* 2S+1: 2
* expectation value of S²: 0.79
* lowest unoccupied orbital energy (spin up / spin down): 0.1969 / 0.1969 Eh
* charge: -3

8.
A molecular structure, C13H30BInNO4. Source: the OMol25 dataset; level of theory: ωB97M-V with the def2-TZVPD basis set.

```
50
Properties=species:S:1:pos:R:3
C -0.010 7.960 -1.628
C -1.067 6.796 -1.969
O -2.014 7.130 -2.731
O -0.916 5.510 -1.420
C -1.761 4.560 -2.137
C -1.383 3.042 -1.789
C -1.842 2.624 -0.303
C -0.923 1.350 0.108
C -1.115 0.941 1.648
C -1.688 -0.581 1.734
In -0.226 -1.865 2.931
C 1.928 -1.624 2.280
C 2.277 -2.211 0.831
C 1.872 -3.738 0.601
C 2.613 -4.265 -0.756
C 1.548 -4.134 -1.937
N 2.021 -4.618 -3.269
B -0.969 -4.012 3.049
O -0.823 -5.053 2.047
O -1.710 -4.399 4.252
H 0.864 7.923 -2.365
H -0.562 8.944 -1.732
H 0.385 7.775 -0.566
H -2.871 4.689 -1.933
H -1.576 4.693 -3.257
H -0.279 2.815 -1.960
H -1.980 2.370 -2.508
H -1.737 3.473 0.457
H -2.944 2.326 -0.339
H 0.181 1.610 -0.101
H -1.192 0.531 -0.637
H -0.142 1.007 2.259
H -1.831 1.703 2.129
H -1.842 -1.041 0.703
H -2.659 -0.508 2.341
H -0.309 -1.207 4.632
H 2.118 -0.485 2.217
H 2.645 -1.988 3.109
H 1.875 -1.516 0.005
H 3.428 -2.155 0.722
H 0.752 -3.746 0.359
H 2.163 -4.445 1.440
H 3.607 -3.746 -0.945
H 2.864 -5.376 -0.576
H 1.174 -3.043 -1.992
H 0.619 -4.742 -1.631
H 2.628 -3.894 -3.686
H 1.172 -4.657 -3.860
H -0.053 -5.615 2.266
H -2.310 -5.111 3.908
```

Computed properties:
* 2S+1: 1
* lowest unoccupied orbital energy: 0.0895 Eh
* charge: -1

9.
4 unconnected molecules or ions with the total composition C13H30BO3PS. Source: the OMol25 dataset; level of theory: ωB97M-V with the def2-TZVPD basis set.

```
49
Properties=species:S:1:pos:R:3
C -1.029 1.729 -0.969
C -0.105 1.010 0.027
P -0.698 -0.703 0.415
B -0.970 -0.830 2.310
S 0.053 -0.082 3.599
C 0.710 -1.852 0.095
C 2.124 -1.398 0.503
H -1.539 0.992 -1.589
H -1.810 2.272 -0.433
H -0.473 2.415 -1.601
H 0.016 1.604 0.935
H 0.889 0.920 -0.419
H -1.885 -1.474 2.712
H 0.385 1.020 2.913
H 0.671 -2.010 -0.983
H 0.452 -2.812 0.544
H 2.573 -2.087 1.217
H 2.782 -1.350 -0.364
H 2.123 -0.407 0.958
C 4.291 1.991 4.885
C 4.826 0.750 4.208
C 3.925 -0.460 4.227
O 5.912 0.734 3.680
H 5.018 2.795 4.808
H 3.354 2.298 4.417
H 4.082 1.785 5.936
H 2.977 -0.227 3.739
H 3.702 -0.749 5.255
H 4.409 -1.286 3.711
C -1.333 -4.856 -2.108
C -2.392 -4.774 -1.034
C -3.644 -5.590 -1.259
O -2.248 -4.090 -0.050
H -0.487 -4.229 -1.837
H -1.000 -5.888 -2.231
H -1.742 -4.523 -3.064
H -3.390 -6.648 -1.351
H -4.129 -5.284 -2.188
H -4.328 -5.450 -0.426
C -2.422 5.148 -2.733
C -1.686 4.339 -3.775
C -2.251 4.369 -5.176
O -0.699 3.700 -3.500
H -1.926 5.046 -1.772
H -2.448 6.200 -3.024
H -3.454 4.801 -2.651
H -2.270 5.394 -5.550
H -3.277 3.997 -5.174
H -1.640 3.753 -5.831
```

Computed properties:
* ΔE to the lowest compared entry with this formula, charge and spin: 0.0 kJ/mol
* SMILES: CCP(BS)CC.CC(C)=O.CC(C)=O.CC(C)=O
* 2S+1: 1
* lowest unoccupied orbital energy: 0.0075 Eh

no.,energy (eV),F_max (eV/A)
1,-54082.205,10.27
2,-64955.507,1.05
3,-142795.282,4.29
4,-87817.833,0.83
5,-35029.498,4.36
6,-43697.265,0.44
7,-101086.903,13.33
8,-29496.292,4.20
9,-40909.819,1.44